No. 1
{
  "formula": "C34H62AlBrCl2F4KMgN7O13PS",
  "method": "ωB97M-V/def2-TZVPD",
  "homo_lumo_gap_ev": 3.05,
  "charge": -1,
  "elements": ["C", "C", "C", "N", "C", "C", "C", "C", "C", "C", "C", "C", "C", "C", "C", "C", "C", "O", "C", "C", "C", "C", "C", "N", "C", "C", "C", "O", "N", "C", "C", "C", "C", "N", "C", "P", "O", "H", "H", "H", "H", "H", "H", "H", "H", "H", "H", "H", "H", "H", "H", "H", "H", "H", "H", "H", "H", "H", "H", "H", "H", "H", "H", "H", "H", "H", "H", "H", "H", "H", "H", "H", "H", "H", "H", "H", "H", "H", "H", "H", "H", "H", "H", "H", "Cl", "C", "C", "Cl", "H", "H", "H", "H", "O", "H", "Mg", "O", "H", "H", "N", "O", "O", "O", "K", "C", "C", "O", "S", "O", "O", "O", "H", "H", "H", "H", "Br", "C", "O", "N", "N", "H", "H", "H", "H", "F", "Al", "F", "F", "F"],
  "coordinates": [[-6.86617, -2.84844, -5.75305], [-7.05903, -2.28023, -4.30076], [-5.91878, -1.23723, -4.06262], [-4.68434, -1.75540, -3.95956], [-3.71183, -0.81350, -3.79312], [-2.29084, -1.29226, -3.73109], [-2.01621, -2.82820, -3.83977], [-1.66715, -3.36678, -2.38944], [-2.73301, -4.26170, -1.70977], [-2.23513, -4.84681, -0.29312], [-0.94149, -4.14273, 0.25987], [-0.51768, -4.59386, 1.70402], [1.06938, -4.48156, 1.87444], [1.54796, -3.29777, 2.81410], [2.14599, -2.03787, 2.08411], [3.40238, -2.35400, 1.19888], [3.80948, -1.05302, 0.37561], [5.16080, -0.64509, 0.72239], [5.24549, 0.60276, 1.40717], [-1.18436, -0.39410, -3.58308], [0.29048, -0.84508, -3.56309], [0.74715, -1.55541, -2.25808], [1.68575, -2.79166, -2.41873], [0.40790, -1.24988, -1.08731], [-1.53513, 1.04935, -3.43651], [-0.48671, 2.15690, -3.19874], [-0.83375, 2.94045, -1.89440], [-0.19136, 3.91995, -1.58741], [-1.89469, 2.52121, -1.04592], [-1.58868, 1.23472, -0.36251], [-2.15383, 3.50287, 0.00430], [-2.88927, 1.51383, -3.50110], [-4.03022, 0.59902, -3.69320], [-5.25844, 1.18786, -3.78137], [-6.16301, 0.22608, -3.98985], [-7.95050, 0.82291, -4.21554], [-8.82409, 0.45695, -3.05373], [-5.76927, -3.03173, -5.87411], [-7.12611, -2.06412, -6.49292], [-7.35482, -3.82609, -5.93295], [-8.06433, -1.87604, -4.07979], [-6.83488, -3.11523, -3.60022], [-1.09665, -2.98353, -4.45221], [-2.85210, -3.35661, -4.33776], [-0.72480, -3.94824, -2.40971], [-1.52539, -2.48018, -1.73189], [-3.69074, -3.71449, -1.51739], [-3.01642, -5.15466, -2.31916], [-1.96342, -5.92745, -0.49651], [-3.09367, -4.84542, 0.40497], [-1.16891, -3.04650, 0.32408], [-0.06779, -4.22003, -0.42601], [-0.99820, -3.87914, 2.41679], [-0.87314, -5.60728, 1.98398], [1.59859, -4.47891, 0.90142], [1.35948, -5.42853, 2.39763], [2.30341, -3.69894, 3.53187], [0.66762, -2.94452, 3.40164], [1.41004, -1.48986, 1.46154], [2.48294, -1.32418, 2.88139], [3.20956, -3.19208, 0.49656], [4.29643, -2.62825, 1.81205], [3.05627, -0.24545, 0.51671], [3.83118, -1.24149, -0.72613], [4.53137, 1.38183, 1.04881], [6.29566, 1.03096, 1.29300], [5.10799, 0.37980, 2.49239], [0.40031, -1.60038, -4.38240], [1.01977, -0.04246, -3.79549], [1.09563, -3.73166, -2.55325], [2.31300, -2.71157, -3.33930], [2.31871, -2.95677, -1.52509], [-0.22076, -0.44390, -1.18445], [-0.39303, 2.82911, -4.07741], [0.51482, 1.70206, -3.01472], [-2.14438, 0.38179, -0.82115], [-0.48933, 1.05586, -0.37327], [-1.88848, 1.24366, 0.71007], [-2.99922, 3.11597, 0.61840], [-1.28332, 3.57753, 0.70873], [-2.46614, 4.47527, -0.40840], [-3.08696, 2.59900, -3.42409], [-8.02698, 2.20212, -4.55278], [-8.45355, 0.03982, -5.31889], [6.27212, -1.08442, 4.42548], [7.91072, -0.39175, 4.41935], [7.89808, 1.11302, 4.56543], [7.22905, 1.93479, 3.12237], [8.40381, -0.70034, 3.49902], [8.44413, -0.83706, 5.25852], [8.91704, 1.47929, 4.69038], [7.31675, 1.42525, 5.43042], [-6.92673, 1.73865, -1.13060], [-6.97301, 1.27031, -1.98080], [-7.75545, 0.20969, -7.01960], [3.10170, 6.79618, 0.75070], [2.62691, 6.42257, -0.00610], [2.45328, 7.36533, 1.17704], [-5.68688, -0.50339, 1.18653], [-6.44642, -0.01343, 2.05404], [-6.12040, -1.30201, 0.36681], [-4.44455, -0.13282, 1.13449], [4.24719, 5.75352, 1.92665], [0.74421, 8.74309, 5.92864], [1.06284, 7.51865, 6.76202], [0.49404, 6.42439, 6.03752], [0.56441, 6.73838, 4.46079], [1.71599, 6.08774, 3.92318], [-0.72454, 6.57318, 3.91040], [0.88835, 8.31507, 4.56956], [-0.28817, 9.06610, 6.07648], [1.41573, 9.57201, 6.14045], [0.64312, 7.57584, 7.76300], [2.14157, 7.35569, 6.82957], [-4.85522, -2.03397, 2.68076], [9.95990, 5.07369, 3.74312], [8.94715, 5.75651, 3.82851], [9.92064, 3.73555, 3.47278], [11.21256, 5.59382, 3.91081], [10.73517, 3.15689, 3.39731], [9.00920, 3.32191, 3.34334], [11.27790, 6.57402, 4.11047], [12.05359, 5.05421, 3.84519], [-3.46905, -7.44754, -2.69813], [-3.51692, -8.61768, -1.40145], [-2.05644, -9.57212, -1.42935], [-4.89756, -9.66195, -1.60788], [-3.63537, -7.78775, 0.12685]]
}

No. 2
{
  "formula": "C34H62Br10N2O4",
  "method": "ωB97M-V/def2-TZVPD",
  "homo_lumo_gap_ev": 8.14,
  "charge": 0,
  "smiles": "c1cc[nH]c1.c1cc[nH]c1.C1CCOC1.C1CCOC1.C1CCOC1.C1CCOC1.BrCCBr.BrCCBr.BrCCBr.BrCCBr.BrCCBr",
  "elements": ["C", "C", "C", "N", "C", "H", "H", "H", "H", "H", "C", "C", "C", "N", "C", "H", "H", "H", "H", "H", "C", "C", "C", "O", "C", "H", "H", "H", "H", "H", "H", "H", "H", "C", "C", "C", "O", "C", "H", "H", "H", "H", "H", "H", "H", "H", "C", "C", "C", "O", "C", "H", "H", "H", "H", "H", "H", "H", "H", "C", "C", "C", "O", "C", "H", "H", "H", "H", "H", "H", "H", "H", "Br", "C", "C", "Br", "H", "H", "H", "H", "Br", "C", "C", "Br", "H", "H", "H", "H", "Br", "C", "C", "Br", "H", "H", "H", "H", "Br", "C", "C", "Br", "H", "H", "H", "H", "Br", "C", "C", "Br", "H", "H", "H", "H"],
  "coordinates": [[3.44771, -4.67770, -2.33483], [3.50444, -3.34065, -1.83182], [2.19388, -2.90282, -1.72871], [1.39119, -3.87256, -2.24940], [2.12625, -4.99005, -2.53102], [4.30294, -5.31075, -2.50705], [4.38238, -2.87253, -1.41830], [1.89645, -1.91579, -1.41239], [0.38930, -3.78960, -2.25165], [1.51426, -5.79246, -2.91564], [-3.53236, 0.23478, 6.45074], [-3.92170, 1.55402, 6.71692], [-3.09809, 2.36466, 5.99917], [-2.12354, 1.60076, 5.42385], [-2.33742, 0.28802, 5.74357], [-3.97476, -0.68255, 6.81055], [-4.76857, 1.86876, 7.30369], [-3.24378, 3.41359, 5.79245], [-1.40066, 1.92236, 4.80578], [-1.65893, -0.49511, 5.45061], [-0.75751, -0.81033, -4.84518], [-1.44957, -1.99918, -5.52496], [-1.42275, -3.04795, -4.36360], [-0.75474, -2.47374, -3.25345], [-0.79603, -1.04162, -3.33539], [-1.22025, 0.16714, -5.02288], [0.25955, -0.80474, -5.23751], [-1.03139, -2.41496, -6.43670], [-2.51393, -1.84859, -5.71661], [-0.89384, -3.97154, -4.59781], [-2.44728, -3.24101, -4.02409], [0.07017, -0.51042, -2.94102], [-1.71635, -0.71346, -2.84001], [3.59656, 0.23393, -2.93518], [3.74248, 0.89348, -4.33376], [2.71918, 2.02036, -4.28726], [2.69410, 2.40522, -2.92741], [2.70882, 1.23428, -2.13777], [4.48909, 0.10013, -2.32734], [3.11562, -0.74031, -3.01139], [3.63465, 0.12948, -5.10046], [4.77051, 1.25329, -4.38214], [1.73274, 1.67819, -4.61972], [3.00675, 2.89665, -4.86296], [1.66591, 0.90437, -1.99695], [3.00780, 1.43545, -1.10702], [-1.20099, 3.71832, -3.39860], [-0.47853, 2.97086, -2.27372], [-1.15307, 3.49400, -1.00543], [-2.18642, 4.42095, -1.37691], [-2.52261, 4.12325, -2.74257], [-1.32552, 3.21043, -4.35479], [-0.69027, 4.66271, -3.61451], [0.58730, 3.16366, -2.28924], [-0.83073, 1.94169, -2.39752], [-0.40463, 4.10612, -0.49716], [-1.47459, 2.66692, -0.37072], [-3.02973, 4.95872, -3.21867], [-3.20903, 3.27038, -2.67080], [-0.99338, -1.55162, 2.09757], [-1.46593, -0.58550, 1.00178], [-0.31776, -0.74632, 0.00331], [0.87779, -0.94067, 0.73803], [0.52680, -1.44873, 2.03648], [-1.26584, -2.55061, 1.75222], [-1.34882, -1.31638, 3.09796], [-1.53579, 0.42074, 1.42783], [-2.43580, -0.81129, 0.56414], [-0.19436, 0.12809, -0.64442], [-0.50755, -1.60297, -0.65834], [0.87382, -0.68279, 2.73100], [0.87309, -2.47180, 2.17527], [3.46078, 5.89361, 0.84383], [3.16165, 4.25174, 1.84650], [1.86087, 3.59277, 1.50109], [1.59313, 2.04574, 2.70394], [3.30805, 4.38508, 2.92365], [4.02840, 3.59221, 1.73583], [1.90542, 3.17485, 0.49827], [0.99152, 4.23292, 1.60185], [-3.85421, -3.21466, 3.61962], [-4.79071, -1.45924, 3.42046], [-5.58039, -1.49213, 2.11409], [-6.66637, 0.13600, 2.08837], [-4.07056, -0.64906, 3.37803], [-5.45825, -1.35331, 4.26649], [-6.13910, -2.42215, 2.06576], [-4.93491, -1.37864, 1.24938], [1.28833, 0.17498, 5.51885], [3.05233, -0.48459, 6.05820], [3.58289, 0.35323, 7.23672], [5.20178, -0.45387, 7.91678], [3.74164, -0.51214, 5.22224], [2.92332, -1.47609, 6.48775], [2.81281, 0.37744, 7.99962], [3.81306, 1.34282, 6.85085], [-3.64329, 0.82206, -1.62422], [-4.95072, -0.10535, -2.79519], [-5.40954, 0.80276, -3.89231], [-6.85782, 2.00730, -3.33196], [-5.75479, -0.34848, -2.10663], [-4.40898, -0.99065, -3.11391], [-5.86374, 0.19239, -4.67156], [-4.56833, 1.36500, -4.28733], [6.42924, -1.77147, -0.07259], [5.61424, -2.70057, 1.44774], [4.34633, -2.06444, 1.96779], [3.48395, -3.22331, 3.26658], [6.41279, -2.87629, 2.15889], [5.30433, -3.66704, 1.04867], [3.60406, -1.89540, 1.19095], [4.56405, -1.09064, 2.40674]]
}

Q: Which calculated total energy values were calculated for the entries above? A: -227752.0844, -747856.1165, in eV.
Q: Which maximum force values were calculated for the entries above? A: 7.806, 1.897, in eV Å⁻¹.
Q: Which molecular weight values were calculated for the entries above? A: 1157.1, 1361.9, in g mol⁻¹.